Entry 1:
59
Properties=species:S:1:pos:R:3:forces:R:3 method="wB97M-V/def2-TZVPD" fmax_ev_per_a=1.95 gap_ev=3.700 lumo_ev=-6.44 charge=+1
F 9.0661 -1.6691 4.5018 -1.3364 0.6755 1.0144
F 4.3383 -7.5510 2.6496 -1.2297 0.8736 0.6964
F -0.0091 -7.3367 4.5528 1.4278 0.8468 -0.4998
F 7.2588 1.6369 7.4207 -0.2236 -1.6521 -0.9203
O 4.0439 0.8419 2.7309 -0.8809 -0.9192 0.0160
N 1.7514 0.5397 2.8967 1.1234 -1.3815 -0.3223
C 2.1279 -7.4824 3.5270 0.0688 0.7423 0.1563
C 4.3476 -1.8201 5.6566 0.2164 0.2588 -0.1539
C 1.3897 1.8423 3.2459 0.5232 1.8103 -0.5112
C 2.5325 -4.7143 4.1317 0.1234 -1.6069 -0.6048
C -0.6694 3.2375 3.6297 0.9496 -1.2998 -0.1855
C 0.1207 -0.0811 5.1128 -0.1374 0.0052 -0.0120
C 3.5530 -5.4911 3.5225 -0.0678 0.0860 0.2461
C 3.3333 -6.8340 3.2586 0.6875 -0.5026 -0.7642
C 8.2017 0.0081 5.9611 -0.5932 -0.4632 0.3191
C 4.0927 -3.0006 4.9598 -0.6286 -0.1163 -0.2254
C -2.8677 2.1495 4.3418 -0.1783 0.6488 -0.4540
C 5.8447 -0.1057 6.6177 -0.2103 -0.1766 -0.3005
C 0.0258 2.0696 3.8070 -1.0527 1.3716 -0.2722
C 6.7723 -1.7924 5.1036 -0.0769 0.3158 0.0612
C 2.8209 -3.3607 4.5156 0.4309 0.0444 1.3239
C -2.6697 -0.1748 5.2318 0.5875 0.1661 0.1252
C -2.0614 3.4653 4.1258 -0.4872 -0.3506 0.6150
C 3.1938 -1.3164 2.1878 0.2233 -0.2627 -0.2155
C 5.6453 -1.2475 5.7852 1.1803 0.1961 0.6119
C 1.1664 -6.7160 4.1907 -0.9916 -0.5724 0.1845
C 3.0471 0.1306 2.6172 0.1359 0.5596 0.1984
C -0.5066 -1.2338 5.5807 -0.4812 0.4572 -0.0329
C -2.0271 0.9669 4.7358 0.3273 -0.2803 -0.1408
C -1.9112 -1.2850 5.6066 0.2111 -0.1185 -0.0265
C 8.0031 -1.1551 5.2134 0.4916 -0.6075 -0.9252
C 1.3145 -5.3652 4.4738 0.2492 0.6763 -0.2277
C 2.2291 2.8702 2.9910 -0.7188 -0.1661 0.3808
C 7.0969 0.4872 6.6759 0.1296 1.1082 0.3751
C -0.6144 0.9844 4.5647 -0.9656 -0.6764 0.4890
H 3.2696 2.7399 2.7314 -0.3928 0.0870 -0.3286
H 4.9410 -3.6779 4.7931 -0.5591 0.2289 0.0230
H 9.1798 0.4749 6.0306 -0.2012 0.0098 -0.0749
H 3.9192 -1.7939 2.8603 -0.2568 0.2862 -0.3604
H 1.2031 0.0248 5.1748 -0.2162 -0.1936 -0.1118
H 0.1072 -2.0655 5.9300 -0.3165 0.1347 0.1011
H 6.6537 -2.6785 4.4783 0.3418 0.3892 0.1425
H -2.4150 -2.1868 5.9391 0.0693 0.0814 0.0381
H 0.5180 -4.7986 4.9579 0.1214 -0.3274 -0.1210
H 1.9270 -8.4941 3.1840 0.1209 0.1284 0.3108
H 1.0320 -0.1658 2.7523 0.1976 0.5426 0.1916
H -3.7660 -0.1614 5.3332 0.6218 -0.1422 -0.0688
H -0.2053 4.0606 3.0915 -0.0930 -0.1974 -0.0332
H 2.2563 -1.8900 2.2031 0.1936 0.1552 -0.0948
H 4.4966 -5.0243 3.2370 -0.2750 -0.3337 -0.0196
H -3.6246 2.3314 5.1253 0.2709 -0.1488 -0.3383
H -2.6186 4.1137 3.4243 0.3606 -0.1984 0.4071
H 3.5361 -1.3024 6.1787 0.0633 -0.0253 -0.4732
H 1.7980 3.8635 3.0487 0.4032 -0.0345 0.4814
H -2.0244 3.9855 5.1052 0.0842 0.0043 -0.4869
H 3.6448 -1.3743 1.1850 -0.3158 0.1679 0.2665
H 1.9963 -2.6318 4.5444 0.3130 -0.3298 0.3491
H -3.4381 1.9196 3.4208 0.2988 -0.0296 0.3234
H 5.0019 0.2988 7.1798 0.3396 0.0551 -0.1415


Entry 2:
68
Properties=species:S:1:pos:R:3:forces:R:3 method="wB97M-V/def2-TZVPD" fmax_ev_per_a=0.97 gap_ev=3.289 e_above_lowest_kj_mol=81.3 lumo_ev=3.16 charge=-2
S -1.3424 5.7840 5.2208 -0.1724 0.1311 0.0203
S 0.3361 1.1945 5.8052 -0.0455 -0.1744 0.2372
Na 0.4406 1.4166 3.1073 -0.2483 -0.1114 -0.6734
O 0.0467 -0.1408 5.3098 0.0877 0.1778 0.0418
O -1.1022 1.9312 5.5334 -0.0747 0.1366 0.0390
O 1.2685 1.9267 4.9574 0.3796 0.1255 0.8824
O 0.9923 -4.2944 -8.7445 0.0088 -0.0567 -0.0655
O 0.5966 1.2959 7.2210 0.0211 -0.0437 -0.0152
N -2.4834 -0.5701 3.2454 0.1303 -0.0308 -0.0057
N 1.5706 -2.5894 -2.4600 0.0529 -0.0158 0.1745
N 0.5294 1.6502 0.8953 -0.1001 0.2346 -0.3032
N -1.9107 -1.8409 3.6176 0.0763 0.0758 0.0576
N -1.4841 2.7809 2.6732 0.0401 -0.0975 -0.3646
N 1.4084 -0.6297 2.0783 -0.0486 0.0639 -0.2441
N 0.5821 -0.8175 -3.3700 -0.0177 0.1246 0.1673
C 1.3690 -1.6771 -1.4250 0.1124 -0.1614 0.1777
C -0.5260 2.7931 -1.0485 0.0466 -0.0032 0.0934
C 2.3104 -2.8336 2.0016 0.0066 -0.0208 0.0023
C -1.8170 3.9436 3.1947 0.1024 0.0056 0.2603
C 0.4905 -2.5602 -7.2470 -0.0136 0.0817 0.0855
C 1.5469 -5.5683 -8.9865 -0.0305 0.0910 0.0629
C -0.9709 5.2910 6.8165 0.1800 0.0711 0.0280
C -0.2069 1.7572 -1.8322 0.0303 -0.1137 0.0228
C 1.8943 -1.6913 2.6923 0.0081 0.0043 -0.0296
C -2.5311 4.9690 2.5645 -0.0255 -0.0494 -0.1682
C 1.0781 -2.0089 -3.5832 -0.0393 -0.1507 -0.4330
C -0.3427 2.7448 0.4515 0.0085 -0.0895 -0.0322
C 1.6366 -1.7545 -0.0393 -0.0694 0.0535 -0.1876
C -1.1197 3.3118 5.6533 0.0342 -0.2110 0.0427
C 1.6564 -3.8999 -5.1362 0.1085 -0.2711 -0.1165
C -2.8125 3.4790 0.6762 0.1500 -0.0378 0.0265
C -3.1220 4.6274 1.3049 -0.0007 0.0741 0.1131
C 2.1727 -2.8612 0.6344 0.0405 -0.1092 0.0410
C 0.5096 -1.9935 -5.9889 -0.0564 0.0283 -0.1613
C -1.7048 2.6060 1.2166 -0.1716 -0.0634 0.1614
C 0.7487 -0.5769 -2.0033 -0.1076 0.1257 -0.1917
C -0.8574 3.9439 6.9055 -0.1349 -0.0242 -0.0206
C 0.7068 0.6184 0.1172 0.0660 -0.2527 0.1481
C 1.0944 -2.6583 -4.9076 -0.0429 0.2298 0.3139
C 1.6459 -4.4899 -6.4020 -0.0380 0.1171 0.0731
C 1.2848 -0.6155 0.7362 -0.0480 0.2241 0.1900
C 1.0589 -3.8135 -7.4615 0.0565 -0.0847 0.0542
C -1.4364 4.1645 4.6316 0.0366 -0.0604 -0.2586
C 0.3797 0.5580 -1.2662 -0.0361 0.0936 -0.1195
H -2.8580 5.8428 3.1087 -0.0244 -0.0062 0.0012
H 1.0508 -6.3407 -8.3924 -0.0150 -0.0208 0.0166
H 2.1261 -4.4462 -4.3261 -0.0077 -0.0013 -0.0173
H 2.0956 -5.4624 -6.5338 0.0174 -0.0324 -0.0071
H 1.9387 -1.6391 3.7757 -0.0060 0.0043 -0.0079
H 2.4615 -3.7481 0.0774 0.0079 0.0103 -0.0022
H 0.0354 -2.0462 -8.0842 0.0036 -0.0024 0.0022
H 0.0709 -1.0214 -5.8054 0.0036 -0.0156 -0.0068
H 1.9637 -3.5073 -2.3824 -0.0122 0.0103 0.0006
H -0.3634 1.7954 -2.9056 0.0014 0.0077 0.0029
H -1.7391 0.0771 2.9899 -0.2117 0.0792 -0.0799
H -3.8982 5.2722 0.8961 0.0005 0.0023 0.0026
H 2.6183 -5.5879 -8.7684 0.0283 0.0034 0.0046
H -0.9579 3.6916 -1.4753 0.0155 0.0099 0.0005
H -1.0369 -1.6741 4.1154 -0.0485 -0.0374 -0.0008
H -1.6765 -2.3094 2.7498 -0.0259 0.0326 0.0300
H -1.9709 1.5519 1.0450 -0.0449 -0.0086 0.0452
H 2.7113 -3.6804 2.5447 -0.0052 -0.0070 -0.0106
H -2.8809 -0.1682 4.0870 -0.0059 -0.0678 -0.0217
H 1.3932 -5.7757 -10.0425 -0.0082 0.0118 -0.0160
H -0.5926 3.3885 7.7925 -0.0151 -0.0007 -0.0245
H -0.8190 6.0228 7.5944 0.0253 -0.0123 -0.0005
H 0.0823 3.6962 0.7990 0.0553 0.0041 -0.0299
H -3.3390 3.1665 -0.2189 0.0095 -0.0002 -0.0078


Entry 3:
67
Properties=species:S:1:pos:R:3:forces:R:3 method="wB97M-V/def2-TZVPD" fmax_ev_per_a=0.50 gap_ev=4.643 e_above_lowest_kj_mol=325.4 lumo_ev=-8.70 charge=+2
Sn 0.6643 -0.1154 0.3631 -0.0449 -0.1055 -0.1810
Br 4.0698 -0.0570 0.2410 0.1034 -0.0331 -0.0634
Br 3.9960 3.0490 -0.5223 -0.0348 0.0472 -0.0371
P 0.3638 1.6571 -2.4511 0.1238 0.1691 0.0640
O -1.6485 1.8438 -0.1737 -0.0493 -0.1843 -0.2264
O -3.2002 0.8163 -1.3986 -0.2425 -0.0816 -0.0194
O 1.0107 1.5651 1.5259 0.1464 -0.2838 0.2327
N 0.9453 3.7233 2.0691 -0.0257 -0.0028 -0.0556
N -1.6150 4.2156 4.4282 0.0478 0.0629 -0.0210
N 0.5611 -1.9245 2.0025 0.0207 0.1910 0.0658
N -1.7839 -2.1450 2.2807 -0.0104 0.0035 -0.0341
N -0.6894 -0.1544 4.2082 -0.1255 0.0527 -0.0270
N -1.6032 -0.0980 1.1469 -0.0038 -0.0365 -0.1029
C 0.5084 2.4845 2.2767 -0.1215 0.1349 -0.0316
C 1.6535 5.1687 -4.0176 0.0093 0.0014 -0.0178
C -2.3040 -1.0405 1.7153 0.1069 0.0932 0.0613
C -3.7636 -0.9602 1.7964 -0.1360 0.0987 0.0170
C 0.7710 -2.5071 -4.3439 -0.0131 -0.0154 -0.0015
C -1.0893 3.3154 3.9394 -0.0825 -0.1146 0.0216
C 1.2209 4.1704 -3.1607 0.0211 -0.0290 0.0527
C 0.9851 2.8817 -3.6414 -0.0282 -0.0463 -0.0339
C -4.4509 0.1047 1.3237 -0.0353 -0.2254 0.0935
C 1.7319 -0.4422 -3.5734 -0.0045 -0.0168 0.0204
C 0.4566 0.0506 -3.2832 -0.0925 -0.0171 0.0175
C -0.6546 -0.7595 -3.5070 0.0172 0.0026 -0.0136
C -2.2596 1.1475 0.8803 0.0496 0.1850 0.4673
C 5.0390 1.6274 0.2246 -0.0892 -0.0223 0.0299
C 1.1938 2.5999 -4.9883 0.0034 0.0031 -0.0178
C -0.4843 2.2221 3.2575 0.0365 0.0793 -0.0275
C -1.4604 2.0910 -2.5263 0.0264 -0.1182 -0.0091
C 1.6411 3.5995 -5.8416 -0.0044 -0.0210 0.0017
C -0.6047 0.9178 3.7898 0.1161 0.0461 0.0103
C -2.2123 1.5061 -1.3956 0.2914 0.2308 0.2813
C 1.8851 -1.7093 -4.1110 0.0141 0.0124 0.0087
C 0.9710 -3.7126 4.0830 -0.0379 -0.0019 0.0041
C -0.4618 -2.4552 2.6605 0.0358 -0.0755 -0.0856
C 1.8013 -2.2835 2.3829 0.0054 -0.0069 0.0244
C -3.7002 1.1542 0.7743 0.0207 0.0780 -0.4421
C -0.4950 -2.0343 -4.0376 0.0050 -0.0189 0.0022
C 2.0540 -3.1685 3.4038 -0.0004 0.0096 -0.0188
C -0.3063 -3.3550 3.7058 0.0464 -0.0519 -0.0414
C 1.8700 4.8795 -5.3592 -0.0052 0.0079 0.0185
H -2.0376 1.7991 1.7947 0.0243 -0.0836 -0.0843
H 1.0596 4.3934 -2.1101 0.0291 0.0046 0.0052
H -1.9459 1.8539 -3.4704 0.0115 -0.0021 -0.0110
H -5.5304 0.1443 1.3558 0.0008 0.0118 -0.0102
H -1.6567 -0.4078 -3.2920 -0.0001 -0.0058 -0.0278
H -4.1718 2.0656 0.4275 -0.0141 0.0364 0.1488
H 0.8923 -3.4944 -4.7685 -0.0001 -0.0014 -0.0017
H 1.8049 3.3773 -6.8874 0.0030 -0.0014 0.0003
H -4.2946 -1.7892 2.2501 0.0011 -0.0070 -0.0090
H 1.0104 1.6057 -5.3751 0.0003 -0.0027 -0.0059
H 5.2978 1.8619 1.2482 -0.0162 0.0205 -0.0048
H 5.9105 1.4718 -0.3975 -0.0037 0.0077 0.0004
H 3.0711 -3.4258 3.6598 0.0009 0.0054 -0.0004
H 2.8740 -2.0750 -4.3532 0.0023 0.0002 -0.0033
H 1.1216 -4.4039 4.9009 -0.0008 -0.0014 -0.0005
H -1.4435 3.1750 -2.3842 -0.0836 0.0101 0.0058
H 2.6188 -1.8373 1.8301 0.0039 0.0205 0.0195
H 0.6819 4.4830 2.6778 0.0007 -0.0072 0.0039
H -2.4612 -2.7576 2.7092 -0.0022 -0.0114 -0.0137
H -1.1699 -3.7450 4.2276 -0.0033 0.0002 -0.0033
H 1.8299 6.1678 -3.6423 -0.0007 -0.0034 0.0034
H -1.3643 -2.6506 -4.2244 -0.0032 -0.0016 -0.0045
H 1.6514 3.8685 1.3638 -0.0147 0.0076 0.0092
H 2.2174 5.6548 -6.0285 -0.0013 0.0003 -0.0016
H 2.6057 0.1754 -3.3938 0.0064 0.0034 -0.0007


Entry 4:
69
Properties=species:S:1:pos:R:3:forces:R:3 method="wB97M-V/def2-TZVPD" fmax_ev_per_a=0.74 gap_ev="6.261 / 6.029" e_above_lowest_kj_mol=80.1 lumo_ev="4.24 / 3.53" multiplicity=2 charge=-2
Sb 3.6121 -2.3654 1.0755 -0.4721 -0.2155 -0.0956
Se 5.1697 1.6620 0.9358 0.0972 -0.1056 0.0127
Cl 0.2990 2.2108 6.6451 0.0168 -0.0976 -0.1622
Cl 2.2876 1.0219 4.8625 -0.0273 0.0389 0.2251
S 3.3227 -4.4499 0.1218 0.1863 0.0314 0.0208
S 2.1539 -0.8292 0.0419 0.0426 -0.1144 0.0573
S 2.7343 -2.2433 3.2501 0.1670 0.1543 -0.0313
P -1.2985 -0.5474 0.7938 -0.0683 -0.0132 -0.4383
Mg 1.5040 -0.1948 2.4311 0.0963 -0.2291 -0.3285
O 1.0336 3.5503 0.7738 -0.0014 -0.2232 -0.0868
O -0.0288 -0.3507 3.6718 -0.1312 0.4802 0.5512
O -1.4746 0.3557 5.2309 -0.0840 0.0261 0.0399
O 1.4806 1.7213 1.9855 -0.2673 0.3659 -0.2592
N 4.3051 0.9948 -1.7202 0.1495 -0.0463 -0.0040
N 3.0883 2.5446 -0.7832 -0.0792 -0.1302 0.2069
C -2.0459 -5.0811 1.3589 0.0067 0.0704 -0.0130
C -2.9643 -2.8632 1.1382 -0.0123 -0.0194 0.0002
C -1.1056 -0.4774 -1.0451 -0.0770 0.0967 0.0708
C -5.1299 0.9979 0.2252 0.0074 0.0095 0.0514
C 0.7057 2.5907 1.4890 0.3155 0.1810 0.3622
C -3.2683 0.7201 2.2600 -0.0048 -0.0264 0.0374
C -3.1450 -4.2330 1.2911 0.0434 0.0352 0.0076
C 2.0975 1.5986 -4.6523 0.0567 0.0730 0.0905
C 4.1342 1.7090 -0.5666 -0.1846 0.1258 -0.3149
C 3.3540 1.3701 -2.6552 0.0973 -0.1489 0.0930
C 5.2120 -0.1202 -1.8701 -0.0283 0.1000 -0.0335
C -0.6615 -1.4382 -3.2184 -0.0046 0.0609 0.0372
C -1.1032 0.7878 -1.6406 0.0224 -0.0358 -0.0101
C 1.3350 2.6046 -4.0560 0.3980 0.0914 -0.0260
C -0.4066 0.3851 4.6400 0.0637 -0.2311 -0.2811
C -5.4174 1.4892 1.4939 0.0416 -0.0294 -0.0377
C -2.9611 0.2384 0.9853 -0.0005 -0.1194 0.1384
C -0.5826 -3.1841 1.1551 -0.0189 -0.0050 0.0437
C 0.5893 1.5311 5.0199 0.0427 -0.0408 0.0697
C -4.4873 1.3388 2.5130 0.0196 -0.0305 -0.0391
C -1.6815 -2.3266 1.0554 0.1138 0.0101 -0.0550
C -0.6983 -0.1812 -3.8042 -0.0432 -0.0202 0.1018
C 3.1198 0.9585 -3.9559 -0.0612 0.0092 -0.0512
C -0.7625 -4.5533 1.2938 -0.0315 -0.0109 0.0056
C 2.5761 2.3580 -2.0526 0.0516 0.1084 0.1631
C -3.9152 0.3734 -0.0247 0.0252 -0.0045 0.0115
C -0.8666 -1.5853 -1.8504 -0.0426 -0.0447 -0.0185
C 1.5589 2.9957 -2.7400 -0.0075 0.0431 -0.0631
C -0.9192 0.9363 -3.0072 -0.2517 -0.0817 0.0682
H 0.1103 -5.1929 1.3529 -0.0105 0.0313 0.0011
H -2.5613 0.5895 3.0736 0.0146 0.0204 -0.0209
H -3.8300 -2.2128 1.0916 0.0211 0.0034 -0.0270
H 0.4266 -2.7850 1.1154 -0.0549 -0.0243 -0.0398
H -0.5291 -0.0665 -4.8688 -0.0023 -0.0066 0.0203
H -4.7014 1.7032 3.5107 0.0138 -0.0074 -0.0146
H -5.8559 1.0980 -0.5740 0.0119 0.0034 0.0081
H 0.9559 3.7519 -2.2531 0.0192 -0.0126 0.0008
H 1.8789 1.2951 -5.6686 0.0129 0.0117 -0.0097
H 0.4508 2.3446 4.3150 0.0373 0.0265 -0.0272
H 2.5501 2.9754 -0.0126 0.0669 0.1806 -0.1085
H 0.5478 3.0824 -4.6261 0.0149 -0.0024 -0.0126
H 3.6972 0.1635 -4.4104 -0.0156 0.0143 0.0106
H -2.1904 -6.1499 1.4688 0.0024 0.0115 0.0112
H 6.0367 0.0195 -1.1756 0.0095 -0.0069 0.0165
H -6.3625 1.9848 1.6849 0.0057 -0.0155 -0.0007
H -0.3596 2.5183 1.7775 -0.2083 -0.1340 -0.0517
H -0.9320 1.9277 -3.4479 -0.1004 -0.2424 0.1360
H -0.4573 -2.3147 -3.8222 -0.0040 0.0073 0.0108
H -1.2328 1.6715 -1.0235 -0.0347 0.0063 0.0074
H -4.1493 -4.6368 1.3571 0.0107 0.0058 0.0009
H 5.5843 -0.1449 -2.8952 0.0170 0.0023 0.0101
H -3.7089 -0.0129 -1.0151 0.0446 0.0171 -0.0134
H 4.6995 -1.0562 -1.6385 -0.0256 0.0197 -0.0327
H -0.8168 -2.5733 -1.4114 -0.0079 0.0027 0.0081